1.
Density functional theory data (ωB97M-V with the def2-TZVPD basis set) for a 2-piece molecular cluster, C6H8 overall.

Geometry as XYZ:
```
14
Properties=species:S:1:pos:R:3:lowdin_charge:R:1
C 0.892 1.725 -0.287 -0.006
C -0.333 1.270 -0.558 -0.214
C -0.620 0.055 -1.341 -0.198
C 0.110 -1.060 -1.303 -0.013
H 1.778 1.222 -0.668 0.062
H 1.049 2.625 0.303 0.053
H -1.197 1.832 -0.202 0.096
H -1.507 0.090 -1.973 0.093
H 0.964 -1.154 -0.636 0.053
H -0.139 -1.923 -1.914 0.054
C -0.307 -1.764 1.993 -0.012
C -0.203 -0.600 2.281 -0.011
H -0.400 -2.798 1.735 0.022
H -0.114 0.442 2.502 0.021
```

The calculation puts the HOMO energy at -9.1 eV. The structure (SMILES) is C=CC=C.C#C.

=====

2.
Density functional theory data (ωB97M-V with the def2-TZVPD basis set) for C24H26N2O10S2Sn as an isolated structure.

Geometry as XYZ:
```
65
Properties=species:S:1:pos:R:3:lowdin_charge:R:1
Sn 0.226 -1.088 -1.584 1.242
O 1.060 -4.490 0.430 0.040
C 1.202 -3.440 -0.167 -0.574
O 0.539 -2.346 0.089 -0.253
C 2.198 -3.310 -1.375 -0.595
O 3.174 -4.033 -1.449 0.037
O 1.840 -2.412 -2.237 -0.245
C -1.953 -5.120 -1.248 0.008
C -2.839 -3.923 -1.278 -0.386
N -2.472 -2.722 -1.645 0.149
C -3.548 -1.887 -1.426 -0.125
C -4.592 -2.622 -0.931 -0.137
N -4.137 -3.944 -0.881 0.123
C -5.973 -2.283 -0.572 -0.458
O -6.883 -3.258 -0.936 0.069
O -6.353 -1.318 0.019 0.131
C -3.511 -0.389 -1.748 -0.675
O -4.452 0.026 -2.440 -0.020
O -2.528 0.221 -1.270 -0.137
H -1.136 -4.969 -0.540 0.067
H -1.510 -5.278 -2.231 0.086
H -2.508 -6.015 -0.965 0.070
H -4.559 -4.691 -0.357 0.154
H -6.458 -3.822 -1.594 0.092
C 7.539 4.510 -2.120 -0.040
C 7.496 5.824 -1.382 -0.753
O 8.369 6.651 -1.495 -0.033
S 6.136 6.215 -0.296 1.010
C 5.027 4.841 -0.424 -0.592
C 4.051 4.811 -1.416 -0.112
C 3.205 3.724 -1.532 -0.027
C 3.303 2.636 -0.654 -0.252
C 4.273 2.692 0.358 -0.025
C 5.121 3.778 0.471 -0.111
C 2.445 1.508 -0.776 -0.161
C 1.711 0.535 -0.842 -0.138
H 8.474 4.018 -1.850 0.089
H 7.575 4.731 -3.187 0.090
H 6.702 3.854 -1.911 0.061
H 3.964 5.644 -2.104 0.102
H 2.449 3.698 -2.305 0.117
H 4.347 1.862 1.048 0.119
H 5.870 3.804 1.253 0.101
C -1.050 2.539 0.510 -0.116
C -2.130 2.128 1.497 -0.297
C -1.588 1.433 2.741 -0.362
S -0.852 -0.209 2.492 0.910
O -0.660 -0.733 3.888 -0.557
C -2.324 -0.999 1.811 -0.336
C -2.283 -2.520 1.959 -0.275
C -2.716 -3.024 3.332 -0.114
H -1.481 3.092 -0.324 0.076
H -0.542 1.676 0.086 0.026
H -0.289 3.162 0.990 0.071
H -2.852 1.489 0.984 0.087
H -2.684 3.011 1.835 0.101
H -2.358 1.263 3.498 0.083
H -0.786 2.018 3.199 0.082
H -2.343 -0.705 0.757 0.057
H -3.209 -0.580 2.303 0.102
H -1.284 -2.884 1.710 0.094
H -2.960 -2.920 1.201 0.081
H -2.038 -2.672 4.106 0.051
H -2.732 -4.117 3.350 0.062
H -3.723 -2.670 3.575 0.068
```

The calculation puts the HOMO energy at -2.7 eV. Its total charge is -2.

=====

3.
Density functional theory data (ωB97M-V with the def2-TZVPD basis set) for a 2-piece molecular cluster, C8H16FO4P overall at a distorted geometry.

Geometry as XYZ:
```
30
Properties=species:S:1:pos:R:3:lowdin_charge:R:1
C -0.191 -1.772 0.556 -0.556
C 2.942 -1.571 -1.057 -0.064
C 2.434 2.238 0.157 -0.062
C -3.777 0.263 0.214 -0.096
C 2.170 -1.792 0.238 -0.231
C 0.980 1.854 0.344 -0.288
C -3.156 1.610 -0.095 -0.308
C -1.384 -2.438 0.261 -0.024
O -0.113 -0.775 1.288 -0.022
O 0.898 -2.337 -0.047 -0.015
O 0.550 1.130 -0.810 -0.397
O -1.747 1.551 -0.176 -0.390
F -1.405 -3.532 -0.531 0.038
P -0.890 0.637 -1.182 0.980
H 3.958 -1.255 -0.832 0.075
H 2.979 -2.500 -1.622 0.076
H 2.454 -0.813 -1.666 0.067
H 2.544 2.932 -0.673 0.078
H 2.800 2.708 1.064 0.080
H 3.031 1.353 -0.050 0.063
H -3.597 -0.426 -0.608 0.061
H -3.329 -0.140 1.119 0.074
H -4.847 0.375 0.362 0.079
H 2.038 -0.854 0.789 0.102
H 2.705 -2.501 0.880 0.128
H 0.354 2.741 0.475 0.114
H 0.843 1.197 1.204 0.098
H -3.360 2.321 0.711 0.121
H -3.554 2.015 -1.032 0.113
H -2.329 -2.216 0.721 0.105
```

The calculation puts the HOMO energy (spin up / spin down) at -8.5 / -6.3 eV.

=====

4.
Density functional theory data (ωB97M-V with the def2-TZVPD basis set) for a 14-piece molecular cluster, C6H41N2O13 overall at a distorted geometry.

Geometry as XYZ:
```
62
Properties=species:S:1:pos:R:3:lowdin_charge:R:1
C 0.042 -2.291 -1.896 -0.136
C 0.610 -1.035 -2.542 -0.177
C 0.704 0.211 -1.657 -0.121
C -0.153 0.588 -0.695 -0.164
N 0.003 1.803 -0.062 -0.013
C -0.997 2.323 0.828 -0.254
C -1.045 3.831 0.918 -0.078
N 0.473 -2.555 -0.494 0.189
H 0.251 -3.181 -2.482 0.135
H -1.032 -2.139 -1.794 0.100
H 1.631 -1.230 -2.878 0.099
H 0.042 -0.833 -3.453 0.113
H 1.577 0.773 -1.953 0.098
H -1.016 0.028 -0.357 0.094
H 0.867 2.317 -0.153 0.074
H -0.767 1.991 1.856 0.093
H -1.980 1.965 0.550 0.111
H -1.459 4.302 0.024 0.071
H -1.499 4.247 1.817 0.083
H -0.062 4.297 1.043 0.062
H 0.332 -1.781 0.166 0.134
H 1.453 -2.837 -0.314 0.116
H -0.054 -3.322 -0.065 0.127
H -2.791 -1.335 0.782 0.013
H -3.212 -0.176 -0.194 0.028
O -2.931 -0.376 0.713 -0.089
H 2.596 4.349 0.788 0.085
H 2.326 4.379 -0.769 0.065
O 2.338 3.822 0.025 -0.047
H -3.652 -0.731 -2.405 0.076
H -2.333 0.107 -2.623 0.014
O -2.796 -0.505 -2.031 -0.048
H 3.720 -3.146 0.354 0.054
H 3.064 -2.346 1.428 0.037
O 2.917 -3.134 0.895 -0.050
H 4.558 -1.273 -1.438 0.059
H 3.523 -0.352 -0.830 -0.003
O 3.668 -1.281 -1.068 -0.060
H -1.567 0.625 2.923 0.020
H -2.824 -0.107 2.561 0.039
O -2.204 0.007 3.307 -0.043
H -2.239 -3.411 0.663 -0.006
H -3.761 -3.566 0.591 0.067
O -3.027 -3.108 0.166 -0.060
H 2.095 -0.496 2.235 0.026
H 0.870 0.040 3.004 0.023
O 1.339 0.089 2.169 -0.038
H 3.083 2.215 0.018 0.011
H 3.293 1.043 1.032 0.040
O 3.205 1.252 0.100 -0.061
H -0.420 -3.091 2.486 0.026
H -1.476 -4.251 2.432 0.075
O -0.955 -3.658 1.881 -0.074
H 0.661 3.642 -1.716 0.004
H -0.212 4.801 -1.935 0.047
O 0.666 4.487 -2.193 -0.049
H -0.154 -2.010 4.385 0.083
H -0.885 -1.065 3.324 0.022
O -0.126 -1.690 3.478 -0.081
H -0.957 1.569 -3.049 0.019
H -1.742 2.558 -3.949 0.060
O -1.828 1.753 -3.431 -0.044
```

The calculation puts the HOMO energy at -10.3 eV. Its total charge is +1.

=====

5.
Density functional theory data (ωB97M-V with the def2-TZVPD basis set) for a 2-piece molecular cluster, C19H31O9S overall at a distorted geometry.

Geometry as XYZ:
```
60
Properties=species:S:1:pos:R:3:lowdin_charge:R:1
C 2.573 -0.581 2.625 -0.078
C 3.368 -0.216 1.258 -0.282
O 3.208 -1.334 0.350 -0.192
C 3.013 -0.918 -1.023 -0.234
C 1.734 -1.702 -1.585 -0.110
C 0.310 -0.929 -1.306 -0.526
S 0.330 0.598 -0.256 0.822
C -0.194 -0.703 -2.850 -0.337
O 0.405 0.029 -3.669 0.053
O -1.405 -1.478 -3.049 0.023
C -1.967 -1.603 -1.712 -0.283
O -2.952 -2.599 -1.436 -0.067
C -4.288 -2.045 -1.350 -0.146
C -4.502 -0.989 -0.160 -0.280
C -5.486 -1.556 1.017 -0.073
C -5.132 0.375 -0.733 -0.172
C -4.458 1.722 -0.175 -0.381
C -3.211 2.193 -1.121 -0.094
C -4.096 1.706 1.386 -0.099
C -0.659 -2.136 -0.896 -0.125
C -0.862 -2.534 0.637 -0.533
O -0.849 -1.732 1.630 -0.109
O -1.124 -3.880 0.888 -0.205
H 2.504 0.339 3.296 0.072
H 3.079 -1.470 3.163 0.080
H 1.536 -0.950 2.316 0.059
H 2.930 0.770 0.893 0.084
H 4.480 -0.164 1.541 0.106
H 2.986 0.211 -1.187 0.108
H 3.935 -1.302 -1.615 0.121
H 1.862 -1.840 -2.717 0.122
H 1.734 -2.739 -1.111 0.131
H 0.632 1.716 -1.021 -0.096
H -2.105 -0.534 -1.333 0.144
H -4.991 -2.937 -1.128 0.128
H -4.575 -1.670 -2.390 0.125
H -3.511 -0.765 0.359 0.121
H -6.197 -0.705 1.313 0.065
H -4.865 -1.789 1.964 0.090
H -6.021 -2.520 0.721 0.068
H -6.282 0.420 -0.617 0.113
H -4.954 0.377 -1.879 0.098
H -5.250 2.558 -0.312 0.120
H -2.238 1.969 -0.569 0.033
H -3.207 1.640 -2.124 0.070
H -3.344 3.311 -1.380 0.077
H -5.063 1.756 2.006 0.079
H -3.384 0.877 1.710 0.084
H -3.544 2.701 1.608 0.082
H -0.363 -3.098 -1.431 0.158
C 7.130 2.559 0.184 -0.137
C 7.987 2.347 1.395 -0.141
O 7.083 2.560 2.469 0.061
C 5.829 2.325 1.990 -0.549
O 4.849 2.252 2.671 0.160
O 5.838 2.183 0.636 0.056
H 7.441 1.941 -0.660 0.135
H 7.103 3.606 -0.132 0.133
H 8.378 1.327 1.459 0.135
H 8.821 3.049 1.444 0.132
```

The calculation puts the HOMO energy at -4.1 eV. Its total charge is -1.

=====

6.
Density functional theory data (ωB97M-V with the def2-TZVPD basis set) for C45H49N2O6SeTeZr as an isolated structure at a distorted geometry.

Geometry as XYZ:
```
105
Properties=species:S:1:pos:R:3:lowdin_charge:R:1
Zr 0.079 -0.239 2.490 1.649
C 1.518 3.229 2.419 -0.084
C 1.835 2.779 1.145 -0.086
C 2.650 1.670 0.983 -0.093
C 3.136 0.997 2.100 -0.105
C 2.770 1.410 3.375 -0.127
C 1.977 2.542 3.530 -0.140
H 0.904 4.109 2.548 0.119
H 1.463 3.307 0.275 0.093
H 2.934 1.343 -0.009 0.094
H 3.843 0.182 1.979 0.116
H 3.165 0.897 4.245 0.095
H 1.715 2.890 4.519 0.094
C -0.800 -4.241 2.946 -0.001
C -1.537 -3.077 2.292 -0.486
C -2.900 -3.498 1.749 0.007
O -0.699 -2.510 1.257 -0.039
C -1.734 -1.928 3.318 -0.631
O -1.744 -2.142 4.510 0.073
O -1.831 -0.778 2.744 -0.174
H -0.594 -5.023 2.216 0.095
H -1.416 -4.643 3.746 0.096
H 0.129 -3.885 3.389 0.070
H -2.791 -4.233 0.951 0.099
H -3.440 -2.629 1.373 0.093
H -3.484 -3.936 2.555 0.100
H -1.274 -2.154 0.557 0.083
O 2.163 -1.004 -1.088 0.017
C 2.218 -1.580 -0.026 -0.447
C 2.921 -2.920 0.223 -0.047
C 2.617 -3.229 1.686 -0.050
C 1.838 -2.003 2.112 -0.509
O 1.332 -1.772 3.232 -0.129
N 1.676 -1.118 1.140 0.023
H 3.986 -2.792 0.027 0.126
H 2.535 -3.663 -0.474 0.129
H 3.503 -3.348 2.311 0.130
H 1.993 -4.114 1.821 0.118
Se -0.071 0.443 5.026 1.029
C 1.263 -0.539 6.020 -0.550
C 1.172 -1.919 6.160 -0.118
C 2.135 -2.605 6.878 -0.071
C 3.194 -1.927 7.464 -0.080
C 3.272 -0.549 7.349 -0.082
C 2.307 0.144 6.641 -0.141
H 0.327 -2.433 5.723 0.089
H 2.057 -3.676 7.002 0.107
H 3.942 -2.466 8.028 0.104
H 4.081 -0.013 7.825 0.106
H 2.336 1.224 6.574 0.099
C -0.142 4.819 -7.032 -0.057
C -0.083 3.947 -5.815 -0.279
C 0.977 4.006 -4.925 -0.024
C 1.022 3.194 -3.800 -0.325
C 2.180 3.337 -2.857 -0.093
C -0.006 2.277 -3.559 -0.357
Te 0.098 1.054 -1.718 1.638
N -0.631 0.530 0.537 -0.226
C -1.128 1.446 1.287 -0.634
O -0.567 1.599 2.467 -0.347
C -2.358 2.242 1.054 -0.136
C -3.192 2.394 2.163 -0.018
C -4.386 3.076 2.035 -0.078
C -4.740 3.636 0.819 -0.090
C -3.905 3.502 -0.278 -0.075
C -2.721 2.794 -0.166 -0.037
C -0.317 -0.766 -2.783 -0.355
C 0.564 -1.154 -3.796 -0.298
C 1.759 -0.335 -4.152 -0.072
C 0.316 -2.322 -4.507 -0.010
C -0.776 -3.128 -4.231 -0.274
C -1.039 -4.395 -4.989 -0.054
C -1.636 -2.728 -3.221 -0.023
C -1.426 -1.562 -2.495 -0.305
C -2.448 -1.178 -1.464 -0.074
C -1.097 2.239 -4.431 -0.298
C -2.261 1.330 -4.180 -0.065
C -1.116 3.061 -5.548 -0.022
H 0.703 5.501 -7.071 0.070
H -1.061 5.406 -7.034 0.078
H -0.138 4.206 -7.933 0.079
H 1.785 4.703 -5.105 0.110
H 2.999 3.875 -3.330 0.075
H 2.541 2.363 -2.531 0.035
H 1.876 3.900 -1.974 0.070
H -2.889 1.956 3.106 0.114
H -5.042 3.181 2.886 0.101
H -5.669 4.179 0.727 0.099
H -4.173 3.956 -1.221 0.104
H -2.064 2.676 -1.022 0.048
H 2.259 -0.012 -3.240 0.036
H 1.449 0.546 -4.711 0.078
H 2.456 -0.907 -4.759 0.080
H 0.994 -2.606 -5.299 0.113
H -0.269 -4.580 -5.733 0.071
H -2.000 -4.345 -5.498 0.080
H -1.072 -5.244 -4.308 0.078
H -2.508 -3.331 -3.007 0.117
H -2.941 -2.064 -1.064 0.068
H -3.223 -0.566 -1.932 0.088
H -2.003 -0.595 -0.655 0.020
H -2.445 1.246 -3.107 0.035
H -2.060 0.331 -4.570 0.085
H -3.158 1.710 -4.667 0.079
H -1.960 3.020 -6.222 0.116
```

The calculation puts the HOMO energy (spin up / spin down) at -6.2 / -5.8 eV. The spin multiplicity is 2.